14
Properties=species:S:1:pos:R:3:forces:R:3 method="wB97M-V/def2-TZVPD" e_tot_ha=-361.72622 smiles="C1=NOCCCO1" lumo_energy_ha=0.031 e_homo_ev=-9.0 relative_energy_kcal_mol=97.0 charge=0
C -1.538351 0.140155 -1.150238 2.2 1.0 -1.4
N -0.494376 0.198915 -1.932336 -3.9 0.8 0.3
O 0.664748 -0.183615 -1.397057 2.9 -2.1 -0.5
C 1.261179 0.453451 -0.326022 1.6 0.6 0.3
C 0.728818 -0.018323 1.007241 -2.3 3.7 0.7
C -0.572754 -0.768888 0.839068 0.8 -1.9 -1.0
O -1.624127 -0.088678 0.142401 -0.3 0.4 1.0
H -2.459682 0.488619 -1.561691 -0.5 0.0 -0.4
H 2.388412 0.291626 -0.418304 -1.5 0.2 0.0
H 1.061640 1.523567 -0.356898 0.2 0.2 -0.5
H 0.527437 0.972925 1.524974 -0.4 -0.9 -0.3
H 1.391510 -0.363826 1.730093 1.3 -1.8 0.7
H -0.271225 -1.591598 0.102295 -0.8 0.2 1.7
H -1.063227 -1.054328 1.796476 0.7 -0.2 -0.8